Molecular formula: C4H7NO
Method: DFT, wB97M-V/def2-TZVPD

Properties
**Charge**: 0
**E_HOMO**: -8.982 eV
**DFT total energy**: -7795.61868 eV
**Gap between HOMO and LUMO**: 9.894 eV
**Molar mass**: 85.11 Da

Geometry (Å):
O  -1.52531  0.29236  -0.43653
N  0.23491  -1.54693  0.71169
C  2.03646  -0.24181  1.88969
C  1.19096  -1.10494  1.34736
C  -1.62035  0.42247  -1.85968
C  -0.32621  -0.03173  0.15079
H  -1.25422  -0.50359  -2.29350
H  0.52504  0.17666  -0.50015
H  -2.68339  0.55560  -2.10349
H  -0.31064  0.44907  1.12550
H  2.95050  0.05960  1.38869
H  1.85580  0.18887  2.86934
H  -1.07355  1.28436  -2.28972